(1)
# C32H43BCdN16O2

A structure of composition C32H43BCdN16O2 (ωB97M-V with the def2-TZVPD basis set, the OMol25 dataset).

## Properties
<S²>: 0.761
Spin multiplicity: 2
ΔE to the lowest compared entry with this formula, charge and spin, kcal per mole: 0.0
Net charge: +1
F_max, eV/Å: 1.10
Frontier orbital gap (spin up / spin down), eV: 8.22 / 7.12

Geometry as XYZ:
```
95
C32H43BCdN16O2 (ωB97M-V with the def2-TZVPD basis set)
Cd -0.26 -0.17 0.29
C -1.98 0.96 3.31
C -2.14 -0.47 2.90
C -3.13 -1.37 3.29
C -2.83 -2.53 2.62
N -1.72 -2.33 1.89
N -1.28 -1.06 2.07
B -1.11 -3.43 0.93
N 0.43 -3.25 0.73
C 1.31 -4.27 0.79
C 2.55 -3.79 0.44
C 2.35 -2.44 0.16
C 3.38 -1.47 -0.33
N 1.07 -2.11 0.34
N -1.83 -3.32 -0.43
C -2.88 -4.02 -0.90
C -3.26 -3.45 -2.09
C -2.38 -2.38 -2.28
C -2.40 -1.45 -3.46
N -1.51 -2.29 -1.27
N -1.30 -4.76 1.67
C -0.84 -4.97 2.93
C -1.22 -6.22 3.32
C -1.95 -6.73 2.22
C -2.62 -8.06 2.09
N -2.00 -5.85 1.23
H -2.81 1.26 3.94
H -1.06 1.10 3.88
H -1.97 1.61 2.44
H -3.96 -1.19 3.96
H -3.33 -3.49 2.62
H 1.00 -5.27 1.05
H 3.47 -4.35 0.37
H 4.13 -2.01 -0.91
H 2.94 -0.72 -0.98
H 3.92 -0.99 0.49
H -3.26 -4.87 -0.37
H -4.06 -3.76 -2.74
H -3.00 -1.90 -4.25
H -2.85 -0.49 -3.21
H -1.40 -1.28 -3.86
H -0.27 -4.21 3.45
H -1.02 -6.71 4.26
H -2.39 -8.69 2.95
H -3.71 -7.94 2.04
H -2.30 -8.58 1.18
N 0.85 -0.75 -2.74
N 0.37 0.44 -3.36
C -0.55 1.18 -2.80
N -1.03 2.27 -3.40
N -0.99 0.80 -1.58
N -2.24 1.11 -1.29
O -2.50 0.81 -0.14
O -2.21 4.12 -1.58
H 1.21 -1.33 -3.50
H 0.04 -1.25 -2.37
H 0.98 0.84 -4.05
H -0.75 2.55 -4.32
H -1.76 2.80 -2.93
N 1.96 2.40 -1.20
C 3.01 2.33 -0.18
C 2.46 2.09 1.21
N 1.65 0.85 1.32
H 2.31 2.90 -2.01
H 1.17 2.94 -0.84
H 3.60 3.25 -0.11
H 3.71 1.53 -0.45
H 1.84 2.93 1.49
H 3.30 2.04 1.90
H 1.44 0.68 2.30
H 2.23 0.07 1.03
N -0.50 3.60 0.33
C -1.27 4.18 1.13
C -2.71 4.35 0.78
C -3.67 4.53 1.78
C -5.01 4.64 1.45
C -5.39 4.58 0.11
C -4.44 4.41 -0.89
C -3.10 4.28 -0.56
C -0.72 4.77 2.40
C -0.92 6.13 2.66
C -0.37 6.71 3.79
C 0.38 5.94 4.67
C 0.57 4.59 4.42
C 0.03 4.01 3.28
H -3.36 4.58 2.81
H -5.75 4.77 2.22
H -6.43 4.67 -0.16
H -4.73 4.37 -1.93
H -1.33 4.03 -1.20
H -1.52 6.72 1.97
H -0.53 7.76 3.98
H 0.80 6.39 5.56
H 1.15 3.98 5.11
H 0.17 2.95 3.08
```

---

(2)
# C32H43BEuN2O7P

A structure of composition C32H43BEuN2O7P (ωB97M-V with the def2-TZVPD basis set, the OMol25 dataset).

## Properties
<S²>: 12.025
Spin multiplicity: 7
ΔE to the lowest compared entry with this formula, charge and spin, kcal per mole: 0.0
F_max, eV/Å: 2.68
Frontier orbital gap (spin up / spin down), eV: 6.18 / 7.04

Geometry as XYZ:
```
87
C32H43BEuN2O7P (ωB97M-V with the def2-TZVPD basis set)
Eu 0.00 0.44 -0.26
O -6.25 -0.37 -1.49
C -5.90 -1.56 -1.64
O -6.49 -2.64 -1.65
C -4.37 -1.56 -1.50
C -3.87 -2.02 -0.30
C -2.52 -1.83 -0.03
N -1.74 -1.20 -0.90
C -2.18 -0.80 -2.10
C -3.51 -0.92 -2.39
C -1.16 -0.04 -2.95
O -1.52 0.35 -4.03
O 0.03 0.08 -2.35
H -4.53 -2.57 0.33
H -2.03 -2.09 0.88
H -3.94 -0.47 -3.29
O 2.18 1.50 -0.57
C 2.55 2.77 -0.09
C 1.97 3.00 1.27
C 2.48 3.96 2.13
C 1.86 4.07 3.40
C 0.82 3.25 3.72
C 0.44 2.26 2.86
N 0.99 2.16 1.64
H 2.83 0.78 -0.36
H 2.16 3.52 -0.82
H 3.64 2.90 -0.12
H 3.35 4.48 1.83
H 2.24 4.83 4.16
H 0.34 3.44 4.66
H -0.31 1.49 3.14
C 4.36 -7.10 0.74
C 5.30 -6.08 0.04
C 6.65 -6.12 0.80
C 5.60 -6.58 -1.37
C 4.75 -4.65 0.10
C 5.57 -3.54 -0.30
C 5.08 -2.27 -0.27
C 3.80 -2.05 0.23
O 3.10 -0.90 0.29
B 1.71 -1.25 0.84
O 1.82 -2.58 1.19
C 3.07 -3.10 0.72
C 3.43 -4.42 0.58
H 4.86 -8.08 0.80
H 3.50 -7.29 0.07
H 4.04 -6.88 1.75
H 7.17 -7.11 0.70
H 6.52 -5.79 1.80
H 7.40 -5.49 0.24
H 6.19 -7.49 -1.33
H 6.19 -5.77 -1.89
H 4.70 -6.83 -1.90
H 6.58 -3.76 -0.60
H 5.69 -1.41 -0.56
H 2.73 -5.21 0.88
C -3.64 4.97 0.84
C -2.43 4.07 0.73
C -1.25 4.93 0.32
P -2.44 2.50 -0.16
C -2.95 2.69 -1.90
C -1.86 3.34 -2.79
C -4.34 3.18 -2.40
C -3.65 1.33 0.62
C -5.06 1.86 0.98
C -2.85 0.69 1.78
H -3.46 5.76 1.56
H -4.58 4.52 1.13
H -3.85 5.41 -0.15
H -2.24 3.70 1.74
H -1.51 5.39 -0.65
H -0.29 4.38 0.26
H -1.17 5.78 0.99
H -2.93 1.65 -2.21
H -1.98 4.47 -2.81
H -2.01 3.00 -3.80
H -0.85 3.14 -2.40
H -4.33 4.27 -2.52
H -5.20 2.82 -1.88
H -4.39 2.75 -3.40
H -3.82 0.56 -0.12
H -5.02 2.56 1.82
H -5.72 1.01 1.24
H -5.53 2.18 0.09
H -2.76 1.43 2.59
H -1.84 0.31 1.56
H -3.43 -0.13 2.22
```

---

(3)
# C32H43ClCuN8O3

A structure of composition C32H43ClCuN8O3 (ωB97M-V with the def2-TZVPD basis set, the OMol25 dataset).

## Properties
<S²>: 0.772
Spin multiplicity: 2
ΔE to the lowest compared entry with this formula, charge and spin, kcal per mole: 0.0
F_max, eV/Å: 3.66
Frontier orbital gap (spin up / spin down), eV: 5.91 / 5.80

Geometry as XYZ:
```
88
C32H43ClCuN8O3 (ωB97M-V with the def2-TZVPD basis set)
Cu 1.86 -1.90 -0.72
N 0.01 -0.65 4.42
C 1.41 -0.50 4.52
O 1.89 -0.07 5.56
C 2.24 -0.87 3.38
C 3.64 -0.80 3.60
C 4.51 -1.13 2.57
C 3.95 -1.63 1.40
N 2.64 -1.68 1.17
C 1.78 -1.33 2.19
H -0.43 -0.20 5.22
H -0.34 -0.46 3.49
H 3.95 -0.46 4.57
H 5.59 -0.97 2.65
H 4.56 -2.01 0.58
H 0.72 -1.54 2.00
C -3.06 -0.07 0.89
C -3.55 1.39 0.88
C -4.16 1.52 -0.55
C -4.55 1.57 2.04
C -2.29 2.37 1.16
O -1.58 1.72 2.22
C -2.68 3.81 1.65
C -3.57 4.72 0.74
C -2.85 5.61 -0.25
C -3.14 5.57 -1.59
C -2.43 6.35 -2.53
C -1.43 7.17 -2.03
Cl -0.45 8.05 -3.13
C -1.15 7.23 -0.64
C -1.90 6.48 0.23
C -1.35 2.63 -0.10
N -0.51 1.56 -0.61
C 0.37 0.75 0.04
N 0.82 -0.18 -0.79
C 0.26 0.15 -1.97
N -0.63 1.14 -1.89
H -3.80 -0.74 0.46
H -2.79 -0.39 1.90
H -2.23 -0.16 0.18
H -4.89 0.69 -0.66
H -3.43 1.38 -1.36
H -4.66 2.43 -0.82
H -5.32 0.80 1.89
H -5.06 2.55 2.03
H -4.04 1.41 3.02
H -1.08 2.40 2.73
H -1.72 4.34 1.74
H -3.08 3.71 2.68
H -4.11 5.42 1.40
H -4.33 4.19 0.17
H -4.00 4.94 -1.91
H -2.62 6.34 -3.61
H -0.33 7.87 -0.32
H -1.69 6.43 1.29
H -0.65 3.50 0.18
H -2.01 2.99 -0.88
H 0.71 0.92 1.04
H 0.38 -0.44 -2.87
C 5.96 -0.31 -3.01
N 5.37 -1.61 -3.17
C 4.28 -2.04 -2.45
N 3.96 -3.34 -2.70
O 3.76 -1.27 -1.59
H 5.87 0.36 -3.88
H 7.03 -0.41 -2.77
H 5.42 0.14 -2.17
H 5.82 -2.22 -3.84
H 4.14 -3.70 -3.61
H 2.94 -3.59 -2.35
C -1.22 -3.32 -1.50
C -0.52 -4.62 -1.28
C -1.23 -5.81 -1.26
C -0.60 -6.98 -0.90
C 0.79 -6.99 -0.65
C 1.57 -5.82 -0.73
C 3.04 -5.89 -0.34
C 0.94 -4.59 -1.17
N 1.67 -3.55 -1.44
H -1.49 -2.77 -0.60
H -2.12 -3.53 -2.04
H -0.60 -2.65 -2.06
H -2.30 -5.77 -1.41
H -1.19 -7.90 -0.78
H 1.15 -7.89 -0.20
H 3.38 -6.92 -0.49
H 3.20 -5.68 0.74
H 3.60 -5.25 -1.01
```

---

(4)
# C32H43ClN8O2STl

A structure of composition C32H43ClN8O2STl (ωB97M-V with the def2-TZVPD basis set, the OMol25 dataset).

## Properties
ΔE to the lowest compared entry with this formula, charge and spin, kcal per mole: 247.5
Net charge: +3
F_max, eV/Å: 18.21
Frontier orbital gap, eV: 4.96

Geometry as XYZ:
```
88
C32H43ClN8O2STl (ωB97M-V with the def2-TZVPD basis set)
Tl 1.12 -0.27 2.54
C 3.97 1.70 5.12
C 2.90 1.05 4.28
N 2.71 -0.19 4.12
N 3.47 -1.15 4.69
C 3.06 -2.42 4.69
N 3.78 -3.35 5.30
S 1.61 -2.81 3.93
C 1.94 1.92 3.56
C 2.18 3.27 3.35
C 1.19 4.06 2.78
C -0.03 3.49 2.45
C -0.17 2.11 2.61
N 0.80 1.37 3.13
H 4.21 1.10 6.00
H 4.88 1.82 4.54
H 3.65 2.67 5.48
H 4.33 -0.91 5.18
H 4.62 -3.14 5.82
H 3.46 -4.31 5.31
H 3.13 3.72 3.62
H 1.36 5.11 2.62
H -0.85 4.08 2.07
H -1.08 1.61 2.33
O 3.49 -0.57 1.53
C 4.18 0.51 0.93
C 3.20 1.22 0.02
C 2.41 2.30 0.78
C 0.94 2.12 0.59
C 0.17 3.04 -0.10
C -1.18 2.79 -0.28
C -1.74 1.63 0.25
C -0.92 0.77 0.95
N 0.38 1.01 1.11
H 3.42 -1.32 0.92
H 5.06 0.16 0.38
H 4.52 1.16 1.74
H 2.51 0.47 -0.37
H 3.73 1.66 -0.82
H 2.73 3.29 0.45
H 2.63 2.23 1.85
H 0.62 3.94 -0.50
H -1.80 3.50 -0.81
H -2.79 1.41 0.14
H -1.31 -0.13 1.40
C -5.24 -1.18 -2.68
C -4.35 -2.41 -2.47
C -4.09 -3.08 -3.82
C -5.12 -3.43 -1.59
C -3.04 -2.01 -1.72
O -3.30 -1.67 -0.37
C -2.34 -0.74 -2.30
C -1.65 -0.80 -3.68
C -0.67 0.33 -3.73
C -1.10 1.63 -4.01
C -0.21 2.68 -4.08
C 1.15 2.45 -3.84
Cl 2.27 3.74 -3.94
C 1.60 1.16 -3.55
C 0.69 0.12 -3.49
C -2.05 -3.20 -1.64
N -0.84 -2.79 -0.94
C -0.70 -2.39 0.32
N 0.53 -1.90 0.48
C 1.11 -2.05 -0.74
N 0.30 -2.58 -1.61
H -6.24 -1.49 -2.98
H -4.86 -0.54 -3.48
H -5.35 -0.58 -1.78
H -5.05 -3.27 -4.31
H -3.59 -4.04 -3.71
H -3.51 -2.46 -4.50
H -6.11 -3.57 -2.00
H -5.22 -3.08 -0.57
H -4.62 -4.40 -1.59
H -4.14 -1.21 -0.30
H -1.58 -0.46 -1.55
H -3.07 0.07 -2.30
H -2.39 -0.69 -4.47
H -1.12 -1.74 -3.81
H -2.15 1.82 -4.22
H -0.54 3.68 -4.34
H 2.65 0.99 -3.40
H 1.04 -0.89 -3.31
H -1.75 -3.55 -2.62
H -2.53 -4.00 -1.09
H -1.47 -2.44 1.06
H 2.12 -1.77 -0.98
```

---

(5)
# C32H44N3PSbZr

A structure of composition C32H44N3PSbZr (ωB97M-V with the def2-TZVPD basis set, the OMol25 dataset).

## Properties
ΔE to the lowest compared entry with this formula, charge and spin, kcal per mole: 7.2
Net charge: +3
F_max, eV/Å: 2.67
Frontier orbital gap, eV: 6.72

Geometry as XYZ:
```
82
C32H44N3PSbZr (ωB97M-V with the def2-TZVPD basis set)
Zr -20.38 -2.97 -3.80
N -21.71 -1.33 -2.91
C -22.77 -1.99 -2.04
C -22.19 -2.98 -1.05
N -20.87 -3.52 -1.47
C -20.55 -4.91 -1.11
C -20.66 -5.85 -2.33
N -19.90 -5.19 -3.40
H -22.15 -0.70 -3.61
H -21.18 -0.63 -2.34
H -23.38 -1.29 -1.38
H -23.35 -2.57 -2.74
H -22.03 -2.56 -0.04
H -22.93 -3.76 -0.91
H -20.18 -2.97 -0.98
H -19.48 -4.91 -0.80
H -21.11 -5.26 -0.22
H -20.29 -6.87 -2.16
H -21.71 -5.89 -2.68
H -18.89 -5.14 -3.19
H -19.91 -5.79 -4.25
C -16.80 -1.88 1.83
C -18.10 -1.69 1.47
C -18.42 -1.82 0.14
C -17.53 -2.15 -0.83
C -16.19 -2.33 -0.49
C -15.84 -2.16 0.84
P -17.99 -2.42 -2.55
C -17.05 -3.86 -3.16
C -16.86 -4.94 -2.24
C -16.06 -6.00 -2.60
C -15.54 -6.09 -3.88
C -15.90 -5.12 -4.86
C -16.57 -3.98 -4.47
C -17.36 -1.03 -3.51
C -16.46 -0.08 -3.11
C -16.14 1.00 -3.94
C -16.69 1.05 -5.18
C -17.62 0.12 -5.66
C -18.24 0.07 -6.95
C -19.18 -0.88 -7.27
C -19.67 -1.83 -6.30
C -19.06 -1.86 -5.05
C -18.00 -0.90 -4.76
H -16.44 -1.81 2.83
H -18.92 -1.54 2.22
H -19.42 -1.59 -0.16
H -15.45 -2.71 -1.24
H -14.85 -2.27 1.19
H -17.34 -4.96 -1.26
H -15.71 -6.73 -1.88
H -14.85 -6.87 -4.12
H -15.49 -5.18 -5.88
H -16.69 -3.21 -5.19
H -15.97 -0.14 -2.16
H -15.26 1.61 -3.68
H -16.40 1.83 -5.91
H -18.11 0.88 -7.62
H -19.59 -0.87 -8.28
H -20.39 -2.55 -6.70
C -23.09 -1.30 -7.11
C -23.79 -2.08 -6.01
Sb -22.76 -3.92 -5.56
C -22.41 -4.75 -7.52
C -23.73 -4.75 -8.36
C -24.11 -5.22 -4.56
C -25.56 -5.16 -4.94
H -23.65 -0.43 -7.41
H -22.91 -1.85 -8.05
H -22.13 -0.97 -6.80
H -24.85 -2.29 -6.24
H -23.77 -1.50 -5.10
H -22.13 -5.84 -7.31
H -21.62 -4.24 -8.04
H -24.44 -5.42 -7.88
H -23.52 -5.24 -9.33
H -24.20 -3.79 -8.46
H -24.01 -4.97 -3.55
H -23.68 -6.23 -4.81
H -25.96 -4.16 -4.80
H -26.04 -5.88 -4.27
H -25.84 -5.57 -5.93
```

---

Copy entry 2 word for word.
# C32H43BEuN2O7P

A structure of composition C32H43BEuN2O7P (ωB97M-V with the def2-TZVPD basis set, the OMol25 dataset).

## Properties
<S²>: 12.025
Spin multiplicity: 7
ΔE to the lowest compared entry with this formula, charge and spin, kcal per mole: 0.0
F_max, eV/Å: 2.68
Frontier orbital gap (spin up / spin down), eV: 6.18 / 7.04

Geometry as XYZ:
```
87
C32H43BEuN2O7P (ωB97M-V with the def2-TZVPD basis set)
Eu 0.00 0.44 -0.26
O -6.25 -0.37 -1.49
C -5.90 -1.56 -1.64
O -6.49 -2.64 -1.65
C -4.37 -1.56 -1.50
C -3.87 -2.02 -0.30
C -2.52 -1.83 -0.03
N -1.74 -1.20 -0.90
C -2.18 -0.80 -2.10
C -3.51 -0.92 -2.39
C -1.16 -0.04 -2.95
O -1.52 0.35 -4.03
O 0.03 0.08 -2.35
H -4.53 -2.57 0.33
H -2.03 -2.09 0.88
H -3.94 -0.47 -3.29
O 2.18 1.50 -0.57
C 2.55 2.77 -0.09
C 1.97 3.00 1.27
C 2.48 3.96 2.13
C 1.86 4.07 3.40
C 0.82 3.25 3.72
C 0.44 2.26 2.86
N 0.99 2.16 1.64
H 2.83 0.78 -0.36
H 2.16 3.52 -0.82
H 3.64 2.90 -0.12
H 3.35 4.48 1.83
H 2.24 4.83 4.16
H 0.34 3.44 4.66
H -0.31 1.49 3.14
C 4.36 -7.10 0.74
C 5.30 -6.08 0.04
C 6.65 -6.12 0.80
C 5.60 -6.58 -1.37
C 4.75 -4.65 0.10
C 5.57 -3.54 -0.30
C 5.08 -2.27 -0.27
C 3.80 -2.05 0.23
O 3.10 -0.90 0.29
B 1.71 -1.25 0.84
O 1.82 -2.58 1.19
C 3.07 -3.10 0.72
C 3.43 -4.42 0.58
H 4.86 -8.08 0.80
H 3.50 -7.29 0.07
H 4.04 -6.88 1.75
H 7.17 -7.11 0.70
H 6.52 -5.79 1.80
H 7.40 -5.49 0.24
H 6.19 -7.49 -1.33
H 6.19 -5.77 -1.89
H 4.70 -6.83 -1.90
H 6.58 -3.76 -0.60
H 5.69 -1.41 -0.56
H 2.73 -5.21 0.88
C -3.64 4.97 0.84
C -2.43 4.07 0.73
C -1.25 4.93 0.32
P -2.44 2.50 -0.16
C -2.95 2.69 -1.90
C -1.86 3.34 -2.79
C -4.34 3.18 -2.40
C -3.65 1.33 0.62
C -5.06 1.86 0.98
C -2.85 0.69 1.78
H -3.46 5.76 1.56
H -4.58 4.52 1.13
H -3.85 5.41 -0.15
H -2.24 3.70 1.74
H -1.51 5.39 -0.65
H -0.29 4.38 0.26
H -1.17 5.78 0.99
H -2.93 1.65 -2.21
H -1.98 4.47 -2.81
H -2.01 3.00 -3.80
H -0.85 3.14 -2.40
H -4.33 4.27 -2.52
H -5.20 2.82 -1.88
H -4.39 2.75 -3.40
H -3.82 0.56 -0.12
H -5.02 2.56 1.82
H -5.72 1.01 1.24
H -5.53 2.18 0.09
H -2.76 1.43 2.59
H -1.84 0.31 1.56
H -3.43 -0.13 2.22
```